(1)
Molecular formula: C2H5N3S3
Method: DFT, ωB97M-V with the def2-TZVPD basis set

Properties
- Energy relative to the best compared isomer or geometry (same formula, charge and spin): 174.1 kJ/mol
- Strongest force on any atom: 0.1036 hartree/bohr
- Highest occupied orbital energy: -0.29954 hartree
- Frontier orbital gap: 8.43 eV
- LUMO: 0.3 eV
- Structure (SMILES): NC(=S)N(S)C(N)=S

```
! wB97M-V def2-TZVPD RIJCOSX def2/J DEFGRID3
* xyz 0 1
C -0.026 -0.410 -0.986
C -0.487 0.137 1.272
H 0.473 -0.160 -2.834
H 1.637 0.818 -1.736
H 1.366 2.110 0.429
H -0.891 -1.795 0.691
H -2.118 -0.897 1.855
N 0.774 0.099 -1.948
N 0.526 -0.057 0.339
N -1.342 -0.925 1.276
S -1.407 -1.286 -1.312
S 1.987 0.876 0.557
S -0.493 1.490 2.397
*
```

(2)
Molecular formula: C4H13N2P
Method: DFT, ωB97M-V with the def2-TZVPD basis set

Properties
- Energy relative to the best compared isomer or geometry (same formula, charge and spin): 451.0 kJ/mol
- Strongest force on any atom: 0.0780 hartree/bohr
- Highest occupied orbital energy (alpha / beta): -0.30752 / -0.28000 hartree
- Frontier orbital gap (alpha / beta): 7.95 / 7.90 eV
- LUMO (alpha / beta): -0.4 / 0.3 eV

```
! wB97M-V def2-TZVPD RIJCOSX def2/J DEFGRID3
* xyz 0 1
C -1.598 -0.052 -0.777
C -1.537 -0.976 1.341
C 0.422 1.858 0.533
C 2.136 -0.763 -1.376
N -0.902 -0.908 0.022
N 0.868 0.562 0.833
P 2.097 -0.309 0.410
H -2.072 0.901 -0.352
H -1.073 0.335 -1.613
H -2.322 -0.596 -1.365
H -1.122 -1.824 1.930
H -1.105 0.044 1.845
H -2.663 -0.932 1.428
H -0.334 2.076 -0.181
H -0.093 2.246 1.495
H 1.277 2.589 0.317
H 1.927 0.008 -2.203
H 1.331 -1.484 -1.561
H 2.988 -1.204 -1.706
H 1.775 -1.573 0.979
*
```

energy relative to the best compared isomer or geometry (same formula, charge and spin) of number 1 (C2H5N3S3)? 174.1 kJ/mol